1.
{"formula": "C2H5N3", "method": "ωB97M-V/def2-TZVPD", "elements": ["C", "C", "N", "N", "N", "H", "H", "H", "H", "H"], "positions_angstrom": [[1.84796, -0.07039, 0.05085], [-0.80983, -0.29445, -0.14310], [2.78900, 0.54116, 0.19324], [-1.05514, 0.98361, 0.10262], [0.85287, -0.87616, 0.17404], [-0.84191, -0.56585, -1.18346], [-1.42413, -1.03796, 0.59885], [-1.33272, 1.42084, 1.03198], [-0.88303, 1.65958, -0.53246], [0.85693, -1.76038, -0.29256]], "lowdin_charge": [-0.484, -0.200, 0.107, 0.031, 0.013, 0.095, 0.160, 0.148, 0.046, 0.083], "smiles": "N#CNCN", "spin_multiplicity": 1, "orbital_gap_ev": 9.6, "lumo_ev": 0.65, "homo_energy_ev": -8.99}

2.
{"formula": "C10H18O6S", "method": "ωB97M-V/def2-TZVPD", "elements": ["O", "C", "O", "C", "C", "O", "C", "C", "C", "C", "C", "C", "C", "S", "O", "O", "O", "H", "H", "H", "H", "H", "H", "H", "H", "H", "H", "H", "H", "H", "H", "H", "H", "H", "H"], "positions_angstrom": [[-2.91576, -2.81497, 0.82735], [-2.03641, -2.94270, 0.03349], [-2.12416, -3.89100, -0.94053], [-0.78295, -2.07755, 0.01758], [-0.63996, -1.29450, -1.27846], [-1.64141, -0.30370, -1.41395], [-1.37011, 0.18659, -2.72300], [0.12545, 0.46494, -2.66468], [0.70441, -0.66081, -1.74833], [1.73499, -0.03278, -0.77065], [1.42635, 0.02244, 0.72457], [0.34331, 1.03953, 1.09510], [0.21044, 1.18659, 2.62123], [0.55589, 2.77003, 3.39297], [-0.67657, 3.33411, 3.84176], [1.65116, 2.60479, 4.28531], [1.12611, 3.70015, 2.23010], [-1.26042, -4.06069, -1.33337], [0.11016, -2.69500, 0.14751], [-0.88372, -1.42337, 0.87864], [-0.84288, -2.02615, -2.08033], [-1.60333, -0.60190, -3.45130], [-1.98458, 1.05342, -2.94777], [0.22127, 1.41372, -2.13092], [0.62196, 0.60154, -3.62408], [1.21208, -1.39230, -2.37601], [1.95562, 0.98960, -1.08366], [2.67769, -0.57411, -0.88338], [2.34370, 0.33195, 1.23632], [1.18972, -0.95962, 1.13157], [-0.62374, 0.74036, 0.69334], [0.61612, 1.98038, 0.61879], [0.91889, 0.52067, 3.11515], [-0.78458, 0.91661, 2.96769], [0.42524, 3.89373, 1.59196]], "lowdin_charge": [0.141, -0.502, 0.105, -0.038, -0.316, -0.075, -0.180, -0.114, -0.200, -0.145, -0.201, -0.204, -0.203, 0.585, -0.280, -0.269, -0.160, 0.107, 0.140, 0.113, 0.137, 0.126, 0.127, 0.107, 0.120, 0.135, 0.107, 0.112, 0.124, 0.098, 0.104, 0.101, 0.101, 0.107, 0.092], "smiles": "O=C(O)C[C@H]1OCC[C@H]1CCCCS(=O)(=O)O", "spin_multiplicity": 1, "orbital_gap_ev": 10.7, "lumo_ev": 0.22, "homo_energy_ev": -10.46}

3.
{"formula": "C6H4O", "method": "ωB97M-V/def2-TZVPD", "elements": ["C", "C", "C", "C", "C", "C", "O", "H", "H", "H", "H"], "positions_angstrom": [[2.95049, -0.05374, -0.01125], [1.74929, -0.14610, -0.02701], [0.31157, -0.24849, -0.04796], [-0.50108, 0.81747, 0.16062], [-1.92278, 0.48371, 0.09419], [-2.19358, -0.77540, -0.15742], [-0.18436, -1.46318, -0.28983], [4.01741, 0.03354, 0.00310], [-0.14594, 1.82079, 0.35882], [-2.70749, 1.22373, 0.24145], [-1.37353, -1.69234, -0.32470]], "lowdin_charge": [0.140, -0.052, -0.403, -0.054, -0.150, 0.213, -0.008, 0.035, 0.114, 0.117, 0.048], "spin_multiplicity": 1, "orbital_gap_ev": 7.9, "lumo_ev": -0.84, "homo_energy_ev": -8.69}

4.
{"formula": "C23H27N3O4S", "method": "ωB97M-V/def2-TZVPD", "elements": ["C", "H", "H", "H", "C", "N", "C", "C", "C", "O", "C", "C", "C", "C", "C", "C", "H", "H", "S", "O", "O", "N", "C", "H", "H", "H", "C", "H", "H", "H", "H", "C", "O", "N", "C", "H", "H", "C", "C", "C", "C", "C", "C", "C", "H", "H", "C", "H", "H", "H", "H", "H", "H", "H", "H", "H", "H", "H"], "positions_angstrom": [[-1.61937, -3.74590, 1.30664], [-1.94830, -3.45644, 2.30104], [-2.34217, -3.39886, 0.57301], [-1.58799, -4.83230, 1.26681], [-0.22597, -3.22089, 0.99746], [-0.11560, -1.76777, 0.91574], [-1.14724, -0.96268, 1.22314], [-1.14744, 0.39487, 1.12183], [0.01498, 1.08844, 0.61823], [0.09568, 2.30191, 0.43381], [1.14859, 0.19447, 0.32565], [2.33851, 0.76749, -0.13296], [3.43138, -0.01692, -0.39573], [3.37196, -1.39203, -0.21453], [2.20703, -1.98219, 0.21757], [1.06865, -1.20362, 0.49232], [2.18870, -3.05090, 0.34912], [4.25046, -1.97681, -0.43317], [4.98036, 0.68849, -0.94581], [5.60276, -0.23569, -1.84792], [4.76861, 2.03731, -1.38580], [5.84723, 0.64258, 0.50695], [5.41499, 1.68470, 1.40984], [4.33785, 1.60207, 1.54005], [5.64831, 2.68181, 1.02066], [5.90443, 1.54619, 2.37323], [7.28095, 0.57793, 0.32065], [7.47152, -0.12343, -0.48761], [7.70740, 1.55258, 0.05837], [7.74382, 0.21595, 1.23911], [2.37627, 1.83615, -0.28320], [-2.45583, 1.05531, 1.42340], [-3.40819, 0.40061, 1.81881], [-2.48857, 2.38731, 1.22287], [-3.74231, 3.05387, 0.97948], [-4.51658, 2.47347, 1.48641], [-3.70805, 4.06313, 1.39666], [-4.03462, 3.10654, -0.53660], [-3.86497, 1.72802, -1.10842], [-2.63906, 1.33068, -1.62681], [-2.42631, 0.02130, -2.01788], [-3.43438, -0.92525, -1.90408], [-4.66832, -0.52057, -1.40993], [-4.88042, 0.78576, -1.01465], [-5.83987, 1.07385, -0.61057], [-5.46717, -1.24286, -1.31875], [-3.20678, -2.34682, -2.32613], [-2.15183, -2.60737, -2.26454], [-3.78272, -3.03268, -1.70768], [-3.52558, -2.48440, -3.36005], [-1.45814, -0.26860, -2.40441], [-1.83441, 2.04735, -1.71324], [-3.33537, 3.79709, -1.01206], [-5.05046, 3.47340, -0.68851], [-1.64304, 2.80684, 0.84147], [-2.06254, -1.41592, 1.57085], [0.46825, -3.57650, 1.76771], [0.09091, -3.63007, 0.03214]], "lowdin_charge": [-0.069, 0.085, 0.072, 0.084, -0.187, -0.016, 0.029, -0.031, -0.318, 0.038, -0.037, 0.021, -0.264, -0.034, 0.012, -0.121, 0.104, 0.120, 0.673, -0.289, -0.275, -0.340, -0.107, 0.079, 0.093, 0.094, -0.105, 0.076, 0.095, 0.092, 0.131, -0.459, 0.051, 0.081, -0.157, 0.119, 0.118, -0.121, -0.245, -0.043, -0.045, -0.285, -0.038, -0.032, 0.118, 0.112, -0.057, 0.069, 0.071, 0.083, 0.114, 0.117, 0.115, 0.114, 0.110, 0.128, 0.131, 0.126], "smiles": "CCn1cc(C(=O)NCCc2ccc(C)cc2)c(=O)c2cc(S(=O)(=O)N(C)C)ccc21", "spin_multiplicity": 1, "orbital_gap_ev": 8.6, "lumo_ev": -0.07, "homo_energy_ev": -8.64}